[1]
Below is an isolated molecule of C4H8O2S at a distorted geometry, with properties calculated with ωB97M-V/def2-TZVPD.

Each line ends with the Mulliken charge.
Atoms and positions in Å:
C 0.538736 1.078794 1.041671  -0.748
C -0.175383 -0.218403 0.644483  -0.088
C 0.103089 -0.920764 -0.648774  -0.217
C -1.271030 -0.602073 -0.221897  -0.195
H 2.075406 1.510833 -0.253403  0.286
H 1.071186 0.750713 1.997168  0.313
H -0.229105 1.898467 1.081252  0.338
H 0.089365 -0.901354 1.432002  0.269
H 0.389273 -0.194255 -1.310973  0.451
H 0.383150 -2.543834 -1.433131  0.362
H -1.886113 -1.546337 0.003517  0.326
H -0.859816 1.086264 -0.999496  0.124
O 1.274118 1.973710 0.135499  -0.490
O 0.721422 -2.176525 -0.560303  -0.510
S -2.224298 0.804765 -0.907615  -0.223

Cartesian forces (eV/Å) of the 6 atoms listed first:
-1.72 2.22 0.06
3.07 -0.85 1.16
-0.04 0.14 2.03
-3.76 -2.43 0.34
-1.26 0.71 0.68
-0.35 1.38 -1.28

Its frontier orbital gap is 9.64 eV. The largest force on an atom comes out at 4.5 eV/Å. The total energy is -705.7426 Eh. For the energy relative to the best compared isomer or geometry (same formula, charge and spin), the calculation gives 4.1649 eV. The SMILES is OC[C@@H]1[C@@H](O)[C@@H]1S.

[2]
Below is an isolated molecule of C4H8O2S at a distorted geometry, with properties calculated with ωB97M-V/def2-TZVPD.

Each line ends with the Mulliken charge.
Atoms and positions in Å:
C 1.127624 -1.603269 0.677349  -0.695
C 0.851263 0.264440 -0.695749  0.074
C 1.872500 1.173149 0.167154  -1.096
C -0.553496 0.704194 -0.141912  0.560
H 0.555626 -2.536653 0.751001  0.313
H 0.875146 -1.068881 1.774889  0.248
H 2.292568 -1.721107 0.611094  0.268
H 1.157645 0.478692 -1.741253  0.315
H 1.517585 2.304868 0.257687  0.314
H 1.833395 0.884577 1.212022  0.320
H 2.826003 1.284719 -0.350689  0.340
H -2.843432 0.049043 0.981861  0.190
O 0.850540 -1.188316 -0.613820  -0.382
O -0.705356 1.778369 0.348423  -0.486
S -1.822710 -0.476672 -0.088406  -0.283

Cartesian forces (eV/Å) of the 6 atoms listed first:
2.21 -1.49 2.68
0.38 0.69 0.28
-1.51 1.54 -0.68
0.62 0.66 -0.13
0.75 -0.17 0.30
0.23 -0.36 -3.41

Its frontier orbital gap is 9.83 eV. The largest force on an atom comes out at 3.8 eV/Å. The total energy is -705.7712 Eh. For the energy relative to the best compared isomer or geometry (same formula, charge and spin), the calculation gives 3.3857 eV. The SMILES is CO[C@H](C)C(=O)S.

[3]
Below is a 2-piece molecular cluster, C4H8O2Si overall at a distorted geometry, with properties calculated with ωB97M-V/def2-TZVPD.

Each line ends with the Mulliken charge.
Atoms and positions in Å:
C -1.861451 -3.021116 -0.607323  -0.007
C -1.140217 -2.084080 -0.385860  -0.796
C 2.735339 -0.273833 0.122811  -0.671
C -1.862407 1.878267 0.582659  -0.576
O 1.481211 0.199294 0.498523  -0.028
O -0.534911 1.455423 0.473596  -0.136
Si 0.189910 0.349201 -0.306894  0.322
H -2.300930 -4.037353 -0.454734  0.294
H 2.725741 -1.176298 -0.395522  0.353
H 3.434958 -0.283446 1.020298  0.227
H 3.233453 0.479093 -0.547632  0.289
H -2.504385 1.050995 0.128349  0.292
H -2.162584 2.758993 0.010375  0.251
H -2.046236 2.129714 1.615853  0.244
H 0.612506 0.575146 -1.754498  -0.058

Cartesian forces (eV/Å) of the 6 atoms listed first:
-0.95 -2.81 0.72
1.90 4.06 0.00
2.61 2.61 0.91
-1.92 -1.14 -1.06
2.44 -0.94 2.06
-1.39 2.14 0.77

Its frontier orbital gap is 9.45 eV. The largest force on an atom comes out at 5.1 eV/Å. The total energy is -597.0503 Eh. For the energy relative to the best compared isomer or geometry (same formula, charge and spin), the calculation gives 3.6916 eV.

[4]
Below is a 2-piece molecular cluster, C4H8O3 overall, with properties calculated with ωB97M-V/def2-TZVPD.

Each line ends with the Mulliken charge.
Atoms and positions in Å:
C -1.168910 -1.500221 -0.482887  -0.763
C 0.053813 -1.037716 -0.242515  -0.423
O 0.536486 1.313033 -2.124322  -0.659
C 0.483905 -0.151007 0.902144  0.104
O 1.652912 0.545787 0.542272  -0.620
C -0.570541 0.848286 1.351069  0.221
O -0.266066 1.993507 1.586967  -0.492
H 0.000148 0.520375 -2.238948  0.332
H -1.354602 -2.154084 -1.329817  0.272
H -2.029215 -1.264320 0.138704  0.164
H 0.881187 -1.316555 -0.894129  0.546
H 1.147445 1.076976 -1.410911  0.371
H 0.682773 -0.793084 1.780684  0.283
H 1.553308 1.436870 0.926917  0.365
H -1.602642 0.482154 1.494771  0.298

Cartesian forces (eV/Å) of the 6 atoms listed first:
0.12 0.05 0.04
-0.18 -0.17 -0.02
0.02 -0.10 -0.02
-0.14 -0.05 -0.01
0.03 0.12 0.08
0.12 0.34 0.17

Its frontier orbital gap is 10.95 eV. The largest force on an atom comes out at 0.6 eV/Å. The total energy is -382.8872 Eh. For the energy relative to the best compared isomer or geometry (same formula, charge and spin), the calculation gives 2.1122 eV. The SMILES is C=C[C@@H](O)C=O.O.

[5]
Below is a 2-piece molecular cluster, C4H8O3 overall at a distorted geometry, with properties calculated with ωB97M-V/def2-TZVPD.

Each line ends with the Mulliken charge.
Atoms and positions in Å:
O -1.350058 -0.440552 2.722505  -0.414
C -0.318813 -0.289403 2.170733  -0.168
C -0.158790 -0.234256 0.576319  -0.334
C -1.061630 0.692799 -0.300118  -0.416
C -0.276888 1.618352 -1.259463  -0.048
O 0.693186 1.245171 -1.869116  -0.431
H 0.572026 -0.564509 2.837254  0.330
H -0.238415 -1.301765 0.420029  0.278
H 0.846077 0.202740 0.393169  0.243
H -1.736995 0.054994 -0.875838  0.291
H -1.509006 1.347528 0.495548  0.305
H -0.842062 2.473632 -1.557649  0.371
H 2.352239 -1.987928 -0.826220  0.298
H 1.715119 -1.082284 -1.923181  0.336
O 1.874089 -2.038039 -1.614380  -0.642

Cartesian forces (eV/Å) of the 6 atoms listed first:
-2.22 0.55 0.56
1.52 -1.16 -1.20
1.28 1.66 1.41
0.87 0.32 2.45
-0.79 -2.97 -0.38
0.36 0.47 0.42

Its frontier orbital gap is 10.26 eV. The largest force on an atom comes out at 3.7 eV/Å. The total energy is -382.8657 Eh. For the energy relative to the best compared isomer or geometry (same formula, charge and spin), the calculation gives 2.6982 eV. The SMILES is O=CCCC=O.O.

[6]
Below is an isolated molecule of C4H8O3 at a distorted geometry, with properties calculated with ωB97M-V/def2-TZVPD.

Each line ends with the Mulliken charge.
Atoms and positions in Å:
C 2.557879 -0.043846 0.563928  -0.625
O 1.174130 0.298893 0.683377  -0.304
C 0.303665 -0.556896 0.112128  0.453
O 0.626979 -1.495694 -0.569284  -0.552
C -1.127311 -0.061089 0.362469  0.402
C -1.461390 0.748081 -0.873621  -1.291
O -2.101341 -1.074640 0.406921  -0.493
H 2.739964 -1.019912 1.021203  0.285
H 3.101353 0.733322 1.103301  0.224
H 2.874589 -0.075168 -0.481877  0.293
H -1.118675 0.540577 1.284683  0.242
H -0.923986 1.702795 -0.906792  0.324
H -2.592534 0.822103 -0.875209  0.328
H -1.204106 0.137192 -1.746486  0.397
H -2.849214 -0.655714 -0.084741  0.317

Cartesian forces (eV/Å) of the 6 atoms listed first:
0.20 -0.04 -0.02
-0.19 -0.14 0.08
-0.06 -0.49 -0.01
-0.16 0.35 0.43
0.35 0.20 -0.21
-0.74 0.26 -0.27

Its frontier orbital gap is 11.15 eV. The largest force on an atom comes out at 1.5 eV/Å. The total energy is -382.9171 Eh. For the energy relative to the best compared isomer or geometry (same formula, charge and spin), the calculation gives 1.2988 eV. The SMILES is COC(=O)[C@@H](C)O.

The highest total energy belongs to which entry? number 5

What is the formula in the second record? C4H8O2S

Please write out number 6 again, unchanged.
Below is an isolated molecule of C4H8O3 at a distorted geometry, with properties calculated with ωB97M-V/def2-TZVPD.

Each line ends with the Mulliken charge.
Atoms and positions in Å:
C 2.557879 -0.043846 0.563928  -0.625
O 1.174130 0.298893 0.683377  -0.304
C 0.303665 -0.556896 0.112128  0.453
O 0.626979 -1.495694 -0.569284  -0.552
C -1.127311 -0.061089 0.362469  0.402
C -1.461390 0.748081 -0.873621  -1.291
O -2.101341 -1.074640 0.406921  -0.493
H 2.739964 -1.019912 1.021203  0.285
H 3.101353 0.733322 1.103301  0.224
H 2.874589 -0.075168 -0.481877  0.293
H -1.118675 0.540577 1.284683  0.242
H -0.923986 1.702795 -0.906792  0.324
H -2.592534 0.822103 -0.875209  0.328
H -1.204106 0.137192 -1.746486  0.397
H -2.849214 -0.655714 -0.084741  0.317

Cartesian forces (eV/Å) of the 6 atoms listed first:
0.20 -0.04 -0.02
-0.19 -0.14 0.08
-0.06 -0.49 -0.01
-0.16 0.35 0.43
0.35 0.20 -0.21
-0.74 0.26 -0.27

Its frontier orbital gap is 11.15 eV. The largest force on an atom comes out at 1.5 eV/Å. The total energy is -382.9171 Eh. For the energy relative to the best compared isomer or geometry (same formula, charge and spin), the calculation gives 1.2988 eV. The SMILES is COC(=O)[C@@H](C)O.